(1)
Density functional theory data (the ωB97M-V functional and the def2-TZVPD basis) for a structure of composition C32H33IrN4O2Si at a distorted geometry.

Summary:
* <S²>: 6.042
* HOMO (alpha / beta): -12.80 / -13.93 eV
* strongest force on any atom: 1.70 eV/A

```
! wB97M-V def2-TZVPD RIJCOSX def2/J DEFGRID3
* xyz 2 5
C 1.27 1.11 2.31
O 2.39 -3.82 1.22
Si -1.99 1.17 0.73
H -0.81 -2.91 0.66
H 3.51 -4.08 -1.22
H 1.42 -1.92 3.44
H 2.36 1.12 2.44
H -2.89 -2.93 5.12
C 2.70 -2.21 -0.57
C 0.45 4.91 0.77
C -0.69 -1.53 -1.98
C -1.27 -2.88 1.64
C 3.40 -3.03 -1.45
H -4.27 -3.33 3.11
C -3.38 -2.04 -2.39
H -2.72 -3.33 -3.98
H -0.24 4.85 -3.02
H -2.59 3.61 0.69
H 0.84 0.49 3.09
H -1.87 -0.21 2.82
H 0.63 4.93 1.84
H 2.31 3.36 -4.07
Ir 0.96 0.25 0.32
H -1.04 6.74 -1.66
H 0.89 2.12 2.42
N -1.23 0.01 -0.24
H 1.56 3.10 0.44
H -1.86 3.14 -0.84
C 3.95 -2.46 -2.59
N 2.48 -0.92 -0.83
H -4.42 -2.25 -2.55
H -0.48 -2.45 4.89
C 1.70 -3.89 2.47
H 0.36 -1.32 -1.82
H 4.20 -0.62 -3.69
C 0.69 3.85 -1.37
H -2.04 1.51 3.21
C 2.12 -2.64 0.69
C 2.55 1.00 -2.18
C -0.04 4.88 -1.95
C 1.16 2.73 -2.26
H -3.75 -0.68 -0.77
C -3.00 -1.16 -1.40
H 0.99 -4.72 2.43
H -3.43 0.58 2.70
C 3.00 -0.36 -1.94
H 2.44 -4.09 3.26
C 2.47 3.04 -3.04
C 0.95 3.88 -0.01
C -2.64 -3.09 1.76
C -0.27 5.94 0.18
N 1.48 1.46 -1.61
C -2.36 0.72 2.53
C -2.42 -2.66 -3.19
C -2.53 2.81 -0.04
C -2.44 -2.89 4.14
N 1.35 -1.85 1.36
C -0.50 5.93 -1.19
H -3.22 -3.29 0.87
C 1.00 -2.50 2.61
H 4.50 -3.07 -3.29
C 3.77 -1.10 -2.83
C -3.22 -3.12 3.01
C -0.49 -2.65 2.76
O 3.16 1.79 -3.05
H 3.09 3.78 -2.51
H -0.65 6.76 0.78
C -1.64 -0.87 -1.18
H -3.53 2.72 -0.47
H 0.35 2.51 -2.97
H -0.32 -2.90 -3.57
C -1.07 -2.41 -2.97
C -1.09 -2.64 4.02
*
```



(2)
Density functional theory data (the ωB97M-V functional and the def2-TZVPD basis) for a structure of composition C10H27B2BeF8NO6 at a distorted geometry.

Summary:
* HOMO: -9.94 eV
* strongest force on any atom: 2.90 eV/A
* energy relative to the best compared isomer or geometry (same formula, charge and spin): 0.3585 eV

```
! wB97M-V def2-TZVPD RIJCOSX def2/J DEFGRID3
* xyz 0 1
F 0.38 4.13 0.66
H -0.63 1.39 2.20
H 0.94 -2.69 -2.15
H 3.28 0.08 -3.91
F -1.82 -1.45 0.14
C -2.46 2.23 -1.08
C 1.77 -2.18 0.91
H -0.71 0.45 4.85
H -0.37 -1.09 4.02
O -1.90 1.13 -0.33
O 1.27 -0.13 -3.15
H 1.42 -1.56 2.95
F -1.22 -1.32 -1.99
H -1.92 3.16 -0.86
F -2.57 -3.12 -1.11
H -3.88 -0.90 3.85
N 0.19 -0.40 1.59
F -3.45 -1.09 -1.55
B -2.26 -1.75 -1.17
C 2.98 0.89 -1.96
C -2.43 1.85 -2.52
C 1.43 -1.11 1.96
B 1.01 3.16 -0.10
C 0.02 0.63 2.63
C -0.71 -0.05 3.87
F 2.15 3.74 -0.67
H -3.21 1.10 -2.63
H 3.26 0.79 0.01
F 0.13 2.63 -1.10
O 2.68 0.44 -0.66
O -1.24 1.18 -2.88
H 2.60 -2.85 -1.64
Be 0.11 0.34 -0.86
O 1.20 -1.90 -0.34
H -2.94 -0.43 5.30
H -2.48 -1.92 4.39
F 1.41 2.08 0.69
H 2.86 -2.29 0.80
H 1.60 -3.18 1.32
C 2.70 -0.17 -3.02
H -1.32 0.96 -3.81
H -0.62 -0.97 1.81
C -2.90 -0.90 4.31
H 1.22 -3.87 -0.91
H 2.24 -0.38 1.89
H 2.50 1.82 -2.26
O -2.05 -0.20 3.44
H 0.94 -0.09 -4.04
H -3.49 2.49 -0.83
H 4.06 1.08 -2.05
C 1.57 -2.90 -1.28
H -2.44 0.33 -0.22
H 0.85 1.16 3.09
H 2.93 -1.13 -2.55
H -2.66 2.79 -3.03
*
```



Q: Which value of strongest force on any atom does entry 2 give?
A: 2.90 eV/A



Q: strongest force on any atom of number 2 (C10H27B2BeF8NO6)?
A: 2.90 eV/A



Q: What is the formula in the second record?
A: C10H27B2BeF8NO6